Record 1
DFT (ωB97M-V with the def2-TZVPD basis set) results for a 3-piece molecular cluster, C5H15NO2 overall in a non-equilibrium geometry.

Each line ends with the Löwdin charge.
Element x y z (Å)
C  -0.381  -1.138  -1.924  -0.0966
C  0.384  0.114  -1.446  -0.2134
C  -0.483  0.979  -0.578  -0.3156
C  -0.658  0.719  0.718  -0.1883
N  -1.436  1.413  1.640  0.0578
C  -1.177  2.174  -1.212  -0.0558
H  0.057  -1.565  -2.830  0.0732
H  -0.381  -1.837  -1.094  0.0326
H  -1.439  -0.981  -2.158  0.0779
H  1.211  -0.302  -0.866  0.0987
H  0.764  0.691  -2.285  0.1016
H  0.067  0.070  1.194  0.0866
H  -1.200  1.281  2.602  0.0759
H  -2.400  1.600  1.420  0.0845
H  -1.155  2.996  -0.491  0.0718
H  -2.225  1.975  -1.420  0.0736
H  -0.613  2.505  -2.067  0.0640
H  1.810  -0.488  1.779  0.0041
H  2.504  0.839  1.945  0.0433
O  2.399  -0.019  2.387  -0.0672
H  0.443  -3.350  -0.727  0.0122
H  1.305  -4.123  0.196  0.0450
O  0.845  -3.272  0.146  -0.0659

Output
HOMO-LUMO gap: 8.505 eV
SMILES: CC/C(C)=C/N.O.O
Energy above the lowest of the compared OMol25 structures with the same formula, charge and spin: 31.5 kcal/mol
2S+1: 1

Record 2
DFT (ωB97M-V with the def2-TZVPD basis set) results for C42H42ClO8P2S3W as an isolated structure.

Each line ends with the Mulliken spin population.
Element x y z (Å)
W  -0.196  -0.004  -0.344  0.8931
O  -2.769  1.833  2.272  -0.0002
C  -1.711  1.471  1.876  0.0056
O  -1.545  1.019  0.596  0.0309
C  -0.435  1.494  2.696  0.0065
C  0.723  2.072  1.870  0.0035
C  1.916  2.416  2.742  -0.0017
C  2.439  1.012  3.149  0.0008
C  1.500  0.081  2.398  0.0066
O  1.200  0.853  1.174  -0.0087
C  0.108  0.054  3.039  0.0026
C  -0.723  -1.018  2.377  0.0097
O  -1.618  -1.625  2.870  -0.0002
O  -0.347  -1.249  1.077  0.0416
H  -0.631  2.066  3.597  0.0024
H  0.440  2.808  1.126  -0.0011
H  2.656  2.963  2.161  0.0011
H  1.627  3.035  3.589  -0.0004
H  3.470  0.860  2.839  -0.0002
H  2.382  0.830  4.222  -0.0001
H  1.898  -0.886  2.114  -0.0051
H  0.117  -0.126  4.110  -0.0003
C  2.281  4.886  -2.977  -0.0004
C  1.173  4.366  -3.855  -0.0005
O  0.132  3.751  -3.012  -0.0011
P  -0.160  2.234  -2.868  0.0037
S  -1.900  1.764  -2.174  -0.0144
S  1.182  1.562  -1.406  -0.0404
O  0.285  1.601  -4.242  -0.0061
C  -0.327  0.386  -4.780  0.0010
C  0.215  0.187  -6.170  0.0007
H  3.015  5.404  -3.595  -0.0001
H  2.789  4.070  -2.459  0.0001
H  1.895  5.592  -2.243  0.0000
H  1.524  3.628  -4.573  -0.0002
H  0.661  5.161  -4.387  0.0000
H  -1.408  0.511  -4.774  0.0004
H  -0.073  -0.440  -4.116  0.0045
H  -0.060  1.019  -6.818  0.0000
H  -0.205  -0.728  -6.590  0.0000
H  1.302  0.093  -6.162  -0.0001
Cl  0.934  -3.691  1.642  -0.0006
C  2.537  -3.661  0.978  -0.0026
C  3.455  -4.487  1.615  0.0003
C  4.728  -4.638  1.105  -0.0004
C  5.073  -3.982  -0.068  0.0001
C  4.158  -3.152  -0.686  -0.0018
C  2.871  -2.923  -0.163  -0.0066
P  1.727  -1.889  -1.196  0.0114
C  2.887  -0.874  -2.165  -0.0138
C  3.857  -0.157  -1.458  0.0223
C  4.642  0.788  -2.095  0.0002
C  4.461  1.043  -3.450  -0.0007
C  3.492  0.346  -4.153  0.0001
C  2.705  -0.605  -3.515  0.0315
C  0.986  -3.181  -2.233  -0.0158
C  1.547  -3.650  -3.420  0.0026
C  0.990  -4.746  -4.062  0.0002
C  -0.099  -5.407  -3.508  0.0001
C  -0.638  -4.968  -2.306  -0.0001
C  -0.107  -3.850  -1.678  -0.0133
H  3.144  -5.025  2.501  0.0000
H  5.436  -5.285  1.606  0.0000
H  6.051  -4.120  -0.509  -0.0001
H  4.456  -2.671  -1.605  0.0000
H  4.003  -0.337  -0.400  -0.0007
H  5.398  1.325  -1.535  -0.0001
H  5.079  1.776  -3.954  -0.0001
H  3.348  0.539  -5.210  -0.0002
H  1.941  -1.118  -4.082  0.0021
H  2.435  -3.193  -3.835  0.0005
H  1.429  -5.104  -4.984  0.0002
H  -0.512  -6.276  -4.004  0.0000
H  -1.471  -5.490  -1.851  -0.0002
H  -0.532  -3.513  -0.743  0.0089
O  -1.403  -1.182  -1.370  0.0130
S  -2.991  -1.216  -1.543  0.0226
C  -3.186  -1.302  -3.290  0.0028
C  -4.169  -0.493  -3.844  0.0033
C  -4.384  -0.550  -5.213  -0.0002
C  -3.615  -1.399  -5.997  -0.0002
C  -2.624  -2.196  -5.426  -0.0005
C  -2.401  -2.154  -4.061  0.0003
C  -3.407  -2.851  -0.999  0.0019
C  -4.070  -3.762  -1.812  0.0042
C  -4.431  -4.989  -1.276  -0.0011
C  -4.124  -5.293  0.044  0.0023
C  -3.476  -4.363  0.849  -0.0017
C  -3.132  -3.124  0.339  -0.0007
H  -4.754  0.171  -3.217  -0.0004
H  -5.151  0.066  -5.664  0.0000
H  -3.788  -1.446  -7.065  0.0000
H  -2.035  -2.859  -6.047  0.0001
H  -1.640  -2.773  -3.599  -0.0029
H  -4.316  -3.528  -2.838  0.0006
H  -4.957  -5.706  -1.892  0.0001
H  -4.408  -6.253  0.455  0.0000
H  -3.259  -4.591  1.884  0.0000
H  -2.654  -2.394  0.979  -0.0003

Output
HOMO-LUMO gap (spin up / spin down): 6.770 / 7.227 eV
Charge: +2
Energy above the lowest of the compared OMol25 structures with the same formula, charge and spin: 27.2 kcal/mol
<S²>: 0.759
2S+1: 2

Record 3
DFT (ωB97M-V with the def2-TZVPD basis set) results for a 5-piece molecular cluster, C37H45F5O2 overall.

Each line ends with the Löwdin charge.
Element x y z (Å)
C  -1.213  -4.007  0.764  -0.1029
C  0.105  -3.556  0.144  -0.2707
C  0.213  -3.926  -1.333  -0.2266
C  1.543  -3.555  -1.999  -0.1944
C  1.585  -2.178  -2.688  -0.2024
C  0.893  -1.026  -1.952  -0.2051
C  1.791  -0.309  -0.938  -0.1982
C  1.343  1.119  -0.660  -0.2104
C  -0.045  1.205  -0.002  -0.1822
C  -1.233  1.365  -0.972  -0.1636
C  -2.218  0.182  -0.976  -0.0908
C  -3.591  0.525  -0.469  -0.4568
O  -4.135  1.576  -0.559  0.1592
O  -4.211  -0.531  0.207  -0.0204
C  -5.069  -1.366  -0.526  -0.1914
F  -5.050  -1.025  -1.854  0.0096
H  -1.453  -5.034  0.479  0.0718
H  -1.183  -3.957  1.853  0.0686
H  -2.038  -3.371  0.434  0.0580
H  0.952  -3.993  0.680  0.1116
H  0.200  -2.473  0.263  0.0789
H  0.059  -5.006  -1.418  0.1079
H  -0.610  -3.453  -1.883  0.1137
H  1.768  -4.305  -2.760  0.1045
H  2.353  -3.628  -1.267  0.1095
H  1.180  -2.267  -3.699  0.1091
H  2.633  -1.896  -2.812  0.0859
H  0.565  -0.286  -2.691  0.1075
H  -0.019  -1.380  -1.465  0.0728
H  1.804  -0.855  0.011  0.1107
H  2.805  -0.292  -1.348  0.0935
H  2.082  1.644  -0.050  0.1065
H  1.308  1.652  -1.618  0.1044
H  -0.049  2.044  0.696  0.1056
H  -0.192  0.312  0.616  0.1060
H  -1.792  2.266  -0.721  0.1066
H  -0.860  1.522  -1.985  0.1036
H  -1.845  -0.654  -0.385  0.1053
H  -2.374  -0.202  -1.990  0.1370
H  -6.089  -1.251  -0.161  0.1347
H  -4.714  -2.394  -0.443  0.1283
F  -6.292  4.574  5.327  0.0467
C  -5.790  3.650  4.478  -0.2895
C  -5.641  2.354  4.928  -0.0207
C  -5.127  1.407  4.052  -0.0804
C  -4.769  1.768  2.762  -0.0811
C  -4.926  3.082  2.339  -0.0717
C  -5.445  4.041  3.199  -0.0147
H  -5.922  2.101  5.941  0.1156
H  -5.001  0.385  4.385  0.1034
H  -4.369  1.046  2.065  0.0775
H  -4.646  3.351  1.329  0.0973
H  -5.582  5.069  2.896  0.1160
F  3.794  -1.822  -5.015  0.0463
C  3.687  -0.829  -5.924  -0.2829
C  2.937  0.282  -5.594  -0.0127
C  2.836  1.306  -6.525  -0.0784
C  3.474  1.205  -7.754  -0.0960
C  4.221  0.075  -8.055  -0.0844
C  4.337  -0.958  -7.135  -0.0167
H  2.456  0.338  -4.627  0.1081
H  2.257  2.189  -6.284  0.1061
H  3.391  2.007  -8.475  0.1007
H  4.720  -0.007  -9.011  0.1043
H  4.916  -1.847  -7.343  0.1170
F  -1.772  -1.612  4.767  0.0485
C  -2.138  -1.111  5.966  -0.2921
C  -2.657  -1.972  6.913  -0.0190
C  -3.036  -1.447  8.141  -0.0855
C  -2.894  -0.091  8.402  -0.0976
C  -2.369  0.748  7.429  -0.0830
C  -1.981  0.240  6.197  -0.0207
H  -2.760  -3.023  6.684  0.1165
H  -3.444  -2.105  8.897  0.1039
H  -3.194  0.311  9.360  0.1003
H  -2.262  1.807  7.624  0.1059
H  -1.575  0.874  5.421  0.1191
F  4.146  2.607  -2.581  0.0477
C  5.222  2.357  -1.805  -0.2868
C  5.680  1.058  -1.690  -0.0190
C  6.781  0.819  -0.879  -0.0815
C  7.401  1.861  -0.204  -0.0968
C  6.916  3.154  -0.338  -0.0844
C  5.817  3.412  -1.143  -0.0177
H  5.183  0.255  -2.217  0.1094
H  7.153  -0.192  -0.776  0.1054
H  8.258  1.665  0.426  0.1006
H  7.394  3.971  0.188  0.1044
H  5.420  4.411  -1.263  0.1173

Output
HOMO-LUMO gap: 9.756 eV
SMILES: CCCCCCCCCCCC(=O)OCF.Fc1ccccc1.Fc1ccccc1.Fc1ccccc1.Fc1ccccc1
Energy above the lowest of the compared OMol25 structures with the same formula, charge and spin: 0.0 kcal/mol
2S+1: 1